A structure of composition C28H31Cl5MnNP. Source: the Open Molecules 2025 dataset; level of theory: ωB97M-V with the def2-TZVPD basis set.

Element x y z (Å)
Mn1 0.50628 1.35389 0.24246
Cl1 0.96914 2.24799 2.07967
C1 0.64156 1.25573 3.46135
C2 1.23326 -0.12133 3.47671
C3 1.25657 -0.65867 4.88067
Cl2 2.24231 -2.03874 5.11144
C4 0.57345 -0.10475 5.91857
Cl3 0.58772 -0.84266 7.46931
C5 -0.15414 1.10228 5.73642
Cl4 -1.11333 1.72911 6.99120
C6 -0.03658 1.79783 4.50894
Cl5 -0.78310 3.34183 4.34915
C7 -3.10414 1.51167 -0.38026
C8 -2.96294 0.50289 0.76737
C9 -4.03153 -0.58033 0.67163
P1 -1.21095 -0.09494 0.73707
C10 -0.92295 -1.18064 2.22766
C11 -1.83181 -0.85548 3.41484
C12 0.60567 -1.17035 2.48331
C13 -1.04432 -1.24199 -0.66586
C14 -1.74914 -2.42046 -0.88067
C15 -1.54317 -3.17434 -2.02911
C16 -2.32275 -4.43667 -2.28599
C17 -0.59674 -2.72400 -2.95208
C18 0.13805 -1.57071 -2.74774
C19 -0.07166 -0.81663 -1.59150
N1 0.61552 0.31966 -1.24365
C20 1.58447 0.98938 -2.01968
C21 1.16784 2.00234 -2.91583
C22 -0.29308 2.35721 -3.01451
C23 2.11627 2.63420 -3.70037
C24 3.46850 2.31136 -3.61049
C25 4.47576 3.02926 -4.46096
C26 3.86675 1.34704 -2.69140
C27 2.95264 0.67809 -1.89222
C28 3.40215 -0.38665 -0.92713
H1 -4.12421 1.89196 -0.43079
H2 -2.86810 1.03304 -1.33378
H3 -2.43236 2.36298 -0.24358
H4 -3.06000 1.03195 1.72082
H5 -3.91338 -1.35615 1.42852
H6 -4.01891 -1.04638 -0.31291
H7 -5.01143 -0.12246 0.81096
H8 -1.16211 -2.18976 1.88783
H9 -1.92461 0.21429 3.58379
H10 -1.44923 -1.31496 4.32609
H11 -2.83137 -1.25092 3.24475
H12 2.28093 -0.05022 3.15688
H13 1.09547 -1.04378 1.50977
H14 0.91968 -2.14742 2.84881
H15 -2.46559 -2.76919 -0.14580
H16 -2.97348 -4.67614 -1.44666
H17 -1.65213 -5.27914 -2.45924
H18 -2.94504 -4.32580 -3.17581
H19 -0.42475 -3.31002 -3.84746
H20 0.87726 -1.24037 -3.46840
H21 -0.72531 2.49535 -2.02141
H22 -0.85348 1.55313 -3.49673
H23 -0.43629 3.27102 -3.58718
H24 1.79827 3.39193 -4.40787
H25 4.02041 3.38971 -5.38212
H26 5.31807 2.38671 -4.71211
H27 4.86576 3.89859 -3.92662
H28 4.92027 1.10597 -2.60189
H29 4.46658 -0.29668 -0.71831
H30 3.21751 -1.38222 -1.33611
H31 2.86000 -0.31742 0.01824

Summary:
Multiplicity ... 5
Net charge ... +1
Kohn-Sham gap (spin up / spin down) ... 6.65 / 6.18 eV
ΔE to the lowest compared entry with this formula, charge and spin ... 45.25 kcal per mole

---

A structure of composition C33H42BCl2IrN7S3. Source: the Open Molecules 2025 dataset; level of theory: ωB97M-V with the def2-TZVPD basis set.

Element x y z (Å)
Ir1 1.69182 2.97393 -0.06638
C1 1.86765 1.02542 4.61416
C2 1.47773 0.34473 3.34445
C3 1.47301 -1.01740 3.18718
C4 1.11806 -1.60438 1.95631
N1 0.78707 -0.85996 0.92231
N2 0.78166 0.45565 1.06899
B1 0.32691 1.37149 -0.11558
N3 -1.09125 1.91109 0.25652
N4 -1.90690 0.94032 0.70155
C5 -3.12454 1.26256 1.04254
C6 -3.58945 2.59919 0.90186
C7 -2.75876 3.58994 0.47577
C8 -3.16596 5.02106 0.36610
C9 -1.42066 3.20066 0.18162
S1 -0.22480 4.36388 -0.23496
C10 -4.02209 0.18294 1.61419
C11 -3.27341 -1.14088 1.75009
C12 -5.23171 0.00589 0.68563
C13 -4.49062 0.63357 3.00677
N5 0.31530 0.77087 -1.55467
N6 -0.40682 -0.34963 -1.69868
C14 -0.58007 -0.84116 -2.89985
C15 0.01284 -0.23035 -4.03055
C16 0.73943 0.91467 -3.90273
C17 1.37457 1.61178 -5.05903
C18 0.85872 1.44275 -2.58791
S2 1.62829 2.97403 -2.39029
C19 -1.45753 -2.07992 -3.00438
C20 -1.70704 -2.48298 -4.45775
C21 -2.80070 -1.76911 -2.33117
C22 -0.75408 -3.23120 -2.27781
C23 1.11992 1.09271 2.20604
S3 1.13430 2.84138 2.19748
C24 1.06148 -3.10800 1.73197
C25 1.86354 -3.45240 0.47014
C26 -0.41614 -3.48786 1.55958
C27 1.63523 -3.88155 2.91915
H1 2.14133 0.29679 5.37332
H2 1.04813 1.63559 4.99769
H3 2.71236 1.69473 4.44245
H4 1.75282 -1.64954 4.01806
H5 -4.60710 2.83796 1.18027
H6 -4.22271 5.13776 0.59335
H7 -2.97925 5.40395 -0.63843
H8 -2.58620 5.63437 1.05866
H9 -2.91359 -1.50447 0.78915
H10 -3.94708 -1.88826 2.16967
H11 -2.41255 -1.04412 2.41353
H12 -4.91791 -0.28958 -0.31721
H13 -5.82690 0.91652 0.60561
H14 -5.88121 -0.77533 1.08035
H15 -3.64397 0.76641 3.68256
H16 -5.14496 -0.12778 3.43107
H17 -5.05468 1.56611 2.97585
H18 -0.12159 -0.66965 -5.00827
H19 1.18575 1.06881 -5.98191
H20 2.45271 1.69419 -4.91158
H21 0.98362 2.62528 -5.16563
H22 -2.20858 -1.69618 -5.02447
H23 -2.35757 -3.35682 -4.47166
H24 -0.78694 -2.76085 -4.97484
H25 -3.31754 -0.95236 -2.83987
H26 -2.65106 -1.48764 -1.28969
H27 -3.44274 -2.64950 -2.36766
H28 0.21595 -3.45126 -2.72881
H29 -1.36489 -4.13232 -2.33838
H30 -0.59776 -2.98570 -1.23070
H31 1.54551 -2.84893 -0.38042
H32 1.71893 -4.50375 0.22145
H33 2.93102 -3.28894 0.63229
H34 -0.89454 -2.87653 0.79788
H35 -0.96303 -3.35010 2.49454
H36 -0.49824 -4.53712 1.27475
H37 2.67961 -3.62639 3.10966
H38 1.59816 -4.94772 2.69711
H39 1.05900 -3.72437 3.83241
Cl1 4.78396 4.51162 0.62597
C28 5.45098 3.02907 0.09325
C29 6.80884 2.86902 -0.05942
C30 7.29906 1.66562 -0.55817
C31 6.46073 0.60649 -0.90938
C32 5.10512 0.74473 -0.73775
Cl2 4.02456 -0.53158 -1.12099
C33 4.56466 1.96089 -0.22906
N7 3.26361 2.08054 -0.05492
H40 7.47876 3.67926 0.19046
H41 8.36729 1.55139 -0.68573
H42 6.86510 -0.31403 -1.30506

Summary:
Multiplicity ... 2
Net charge ... +2
Kohn-Sham gap (spin up / spin down) ... 5.41 / 5.78 eV

---

A structure of composition C3H8N4O. Source: the Open Molecules 2025 dataset; level of theory: ωB97M-V with the def2-TZVPD basis set.

Element x y z (Å)
C1 2.35636 -0.58219 0.28685
C2 -0.00780 -0.52141 -0.21072
C3 -1.24259 -1.26892 -0.49750
H1 2.99018 -0.32364 1.45416
H2 3.02313 -1.46611 -0.30778
H3 1.99094 0.46198 -0.35487
H4 -0.95345 0.89538 -1.06830
H5 0.58617 2.70902 -0.87441
H6 -1.19519 -2.16634 -1.29590
H7 -1.25423 0.63012 1.08605
H8 -2.97786 0.69216 1.45420
N1 1.01294 -1.02372 0.49768
N2 0.00295 0.65494 -0.88953
N3 -2.36574 -0.86264 -0.00781
N4 -2.30798 0.48712 0.65973
O1 0.34217 1.68424 0.06816

Summary:
Kohn-Sham gap ... 8.07 eV
ΔE to the lowest compared entry with this formula, charge and spin ... 235.24 kcal per mole

---

Number 1: F_max 0.051 hartree/bohr. Number 2: F_max 0.015 hartree/bohr. Number 3: F_max 0.132 hartree/bohr.